No. 1
This record from the Open Molecules 2025 dataset describes C31H40Cl2FeNP3S3Si as an isolated structure. The level of theory is ωB97M-V with the def2-TZVPD basis set.

Geometry as XYZ:
```
82
Properties=species:S:1:pos:R:3:lowdin_spin:R:1
Fe -0.206 0.345 -0.581 4.034
Cl -0.033 2.237 -3.294 0.017
Cl 2.195 0.543 -2.565 0.022
S 2.394 2.252 3.062 0.011
S -0.725 -1.467 -1.955 0.186
S 1.565 -0.311 0.848 0.192
P -0.338 2.746 0.173 0.082
P -2.612 1.199 -1.294 0.121
P 2.943 0.642 2.093 0.030
Si -2.821 -4.426 -1.543 0.002
N -1.357 -1.025 0.493 0.098
C 4.439 0.918 1.101 0.005
C 3.387 -0.720 3.202 0.007
C -1.589 5.090 -0.755 0.003
C -1.576 -1.928 -0.486 0.025
C 3.500 -1.676 5.400 0.000
C -3.595 3.719 -2.098 0.005
C 6.821 1.341 -0.264 0.000
C -3.316 0.615 -2.865 0.019
C -1.816 -1.213 1.731 0.013
C 1.183 3.713 -0.010 0.014
C 1.428 1.426 -3.888 0.000
C 5.459 1.664 1.692 0.001
C -2.869 -3.213 1.009 0.002
C -1.605 3.697 -0.728 0.008
C -2.333 -6.045 -0.754 0.000
C 5.809 0.598 -0.851 0.000
C 3.983 -1.863 2.671 0.005
C -2.622 3.009 -1.397 0.012
C -4.676 -4.316 -1.744 0.000
C -2.593 -2.308 2.031 0.008
C -3.927 0.807 -0.092 0.016
C 3.147 -0.624 4.565 0.002
C 6.646 1.869 1.010 0.000
C -2.562 5.787 -1.451 0.001
C 4.619 0.381 -0.168 0.003
C 4.335 -2.907 3.508 0.000
C -0.893 2.834 1.898 0.010
C -3.563 5.103 -2.127 0.001
C 4.091 -2.814 4.873 0.002
C -2.365 -3.068 -0.283 0.008
C -1.991 -4.251 -3.201 0.006
H -3.368 -0.473 -2.825 0.001
H -0.175 2.312 2.529 0.000
H -3.490 -4.073 1.238 0.000
H -2.537 6.868 -1.471 0.000
H -4.315 1.014 -3.041 0.004
H 3.318 -1.601 6.464 0.000
H 7.748 1.508 -0.796 0.000
H -2.287 -5.100 -3.824 0.000
H 5.313 2.089 2.676 0.000
H -1.253 -6.106 -0.609 0.000
H 2.113 2.180 -4.258 0.000
H 4.804 -3.792 3.098 0.000
H 1.069 4.735 0.349 0.003
H 2.699 0.275 4.968 0.000
H -4.065 -0.275 -0.059 0.000
H 3.837 -0.222 -0.611 0.002
H -3.640 1.151 0.901 0.000
H -0.814 5.639 -0.236 0.000
H -5.029 -5.099 -2.418 0.000
H 1.446 3.721 -1.068 0.000
H 1.145 0.729 -4.668 0.000
H -0.975 3.870 2.229 0.003
H -2.632 -6.876 -1.397 0.000
H -4.382 3.194 -2.624 0.000
H -5.195 -4.441 -0.791 0.000
H 4.371 -3.630 5.526 0.000
H -1.536 -0.471 2.468 0.001
H -2.968 -2.458 3.032 0.001
H -2.655 0.893 -3.684 0.000
H 5.944 0.179 -1.839 0.000
H -4.977 -3.354 -2.166 0.000
H -4.866 1.283 -0.377 0.004
H -2.812 -6.193 0.216 0.000
H 4.175 -1.932 1.607 0.001
H -2.287 -3.339 -3.720 0.001
H -4.318 5.649 -2.676 0.000
H -0.904 -4.259 -3.120 0.002
H -1.873 2.359 1.969 0.000
H 7.437 2.447 1.471 0.000
H 1.971 3.237 0.571 0.000
```

- Total charge: +1
- Frontier orbital gap (alpha / beta): 8.25 / 6.50 eV
- Highest occupied orbital energy (alpha / beta): -10.43 / -10.43 eV
- LUMO level (alpha / beta): -2.184 / -3.927 eV
- 2S+1: 6
- Energy above the lowest of the compared OMol25 structures with the same formula, charge and spin: 1.600 eV


No. 2
This record from the Open Molecules 2025 dataset describes C31H40FN3OOsPSi as an isolated structure. The level of theory is ωB97M-V with the def2-TZVPD basis set.

Geometry as XYZ:
```
79
Properties=species:S:1:pos:R:3:lowdin_charge:R:1
Os -1.152 -0.996 -0.011 1.466
P 1.247 1.541 -0.367 0.890
Si -0.479 -2.181 2.588 0.517
F -0.343 -1.932 -1.795 -0.053
O 0.354 0.274 -0.206 -0.498
N -2.325 0.625 -0.969 -0.067
N -0.111 -2.335 0.788 -0.161
N -2.876 -2.237 -0.258 -0.087
C -1.132 -0.415 2.342 -0.164
C 1.321 -3.555 -2.360 0.047
C 2.354 -4.776 -0.521 -0.012
C -1.923 -3.299 2.913 -0.139
C 0.203 2.972 -0.554 -0.315
C 2.224 1.699 1.106 -0.308
C 2.807 0.549 1.653 -0.088
C 0.337 3.823 -1.651 -0.041
C 3.851 1.904 3.340 -0.027
C 1.667 0.967 -3.014 -0.094
C 3.280 3.045 2.797 -0.030
C 2.467 2.948 1.676 -0.047
C 1.597 -4.089 0.412 0.036
C -3.589 1.097 -0.300 -0.208
C 3.825 1.000 -4.066 -0.029
C 3.617 0.656 2.769 -0.056
C 2.220 -4.517 -1.882 0.015
C -4.323 -1.825 -0.092 -0.173
C 0.606 -2.906 -1.407 -0.155
C 3.645 1.505 -1.723 -0.043
C 0.690 -3.117 -0.026 -0.252
C 2.447 0.810 -4.144 -0.050
C -1.511 4.406 0.357 -0.051
C -1.378 5.247 -0.746 -0.024
C -4.812 -0.954 -1.244 -0.170
C 2.265 1.316 -1.798 -0.299
C 0.920 -2.521 3.723 -0.128
C -4.826 0.555 -0.988 -0.169
C -0.458 4.959 -1.742 -0.027
C 4.422 1.345 -2.863 -0.033
C -0.721 3.273 0.457 -0.106
H 0.592 0.837 -3.083 0.106
H -1.953 -0.315 1.493 0.006
H -4.425 -1.344 0.882 0.123
H 2.819 -5.069 -2.594 0.138
H -1.722 -4.342 2.658 0.062
H 1.990 0.556 -5.091 0.119
H -0.376 0.361 2.242 0.035
H -2.859 -2.983 2.452 0.026
H -5.827 -1.261 -1.493 0.133
H 1.203 -3.347 -3.414 0.146
H 4.088 -0.224 3.188 0.116
H -1.840 -0.124 3.123 0.091
H 1.063 3.613 -2.425 0.114
H -2.729 -3.010 0.392 0.081
H -2.210 4.652 1.144 0.123
H 1.248 -3.556 3.612 0.050
H -2.814 -2.673 -1.182 0.119
H -3.602 2.186 -0.299 0.124
H 3.471 4.012 3.242 0.126
H -2.114 -3.288 3.991 0.067
H 4.432 0.888 -4.954 0.125
H 3.057 -5.528 -0.191 0.135
H 1.776 -1.855 3.621 0.036
H -4.230 -1.199 -2.140 0.116
H -1.677 1.415 -0.992 0.062
H -2.539 0.445 -1.950 0.115
H -4.980 1.071 -1.938 0.132
H 2.649 -0.418 1.184 0.107
H -0.348 5.624 -2.588 0.127
H 5.491 1.498 -2.811 0.125
H 0.545 -2.425 4.747 0.067
H -0.798 2.644 1.338 0.110
H -5.685 0.815 -0.367 0.136
H -3.558 0.778 0.742 0.095
H 1.706 -4.291 1.468 0.118
H 2.028 3.842 1.251 0.118
H -4.893 -2.753 -0.060 0.137
H 4.491 1.984 4.209 0.126
H -1.986 6.139 -0.816 0.127
H 4.112 1.784 -0.787 0.115
```

- Total charge: +3
- Frontier orbital gap (alpha / beta): 5.90 / 5.90 eV
- Highest occupied orbital energy (alpha / beta): -16.81 / -16.81 eV
- LUMO level (alpha / beta): -10.907 / -10.906 eV


Number 1: calculated total energy -5952.17508 Ha. Number 2: calculated total energy -2265.31819 Ha.